This record from OMol25 describes a structure of composition C23H28N7PdSb. The level of theory is the ωB97M-V functional and the def2-TZVPD basis.

XYZ file:
```
60
Properties=species:S:1:pos:R:3:forces:R:3:nbo_charge:R:1
Pd 0.43233 -0.01490 0.07994 0.33 0.14 0.00 0.297
C -0.10108 1.67861 2.65907 0.03 -0.01 0.01 -0.652
C 0.52608 2.62910 1.69274 0.04 0.01 -0.05 0.248
C 0.79259 3.93805 2.08379 -0.03 0.00 0.00 -0.248
C 1.35854 4.81956 1.18742 0.00 0.01 0.02 -0.159
C 1.66169 4.35278 -0.07852 0.00 0.01 -0.04 -0.280
C 1.38774 3.02906 -0.40901 0.01 0.04 -0.02 -0.075
N 0.81513 2.17919 0.45619 -0.07 -0.06 0.14 -0.502
Sb 2.15101 2.49364 -2.34959 -0.01 -0.08 -0.04 1.000
C 3.32117 0.79710 -1.72995 -0.08 -0.03 0.08 -0.077
C 4.63169 0.76384 -2.18701 0.01 0.02 -0.05 -0.285
C 5.44057 -0.30119 -1.82174 0.00 -0.01 -0.01 -0.162
C 4.90467 -1.28664 -1.01971 -0.03 -0.01 -0.01 -0.250
C 3.57861 -1.18978 -0.59533 0.01 0.02 -0.04 0.252
C 2.97332 -2.24770 0.26615 0.01 -0.03 0.04 -0.657
N 2.80379 -0.15343 -0.94469 -0.04 0.06 0.05 -0.489
C 0.54218 1.42414 -3.29597 0.00 -0.01 0.04 -0.069
C 0.25696 1.78297 -4.60812 0.01 0.02 0.00 -0.292
C -0.69620 1.05392 -5.30364 -0.01 0.00 0.00 -0.163
C -1.31957 0.00240 -4.66256 -0.02 -0.01 0.02 -0.247
C -0.98893 -0.28664 -3.33820 0.02 0.05 0.01 0.228
C -1.66280 -1.40324 -2.60122 -0.01 -0.06 -0.03 -0.652
N -0.07234 0.42005 -2.67243 0.01 -0.03 -0.05 -0.463
H -0.23740 2.15014 3.63237 -0.01 -0.02 0.00 0.209
H 0.50851 0.77897 2.76261 0.00 0.00 -0.01 0.253
H -1.06453 1.35753 2.26854 -0.01 0.02 0.01 0.232
H 0.54890 4.24693 3.09121 0.00 0.00 0.00 0.218
H 1.56941 5.84310 1.47001 0.00 0.00 0.00 0.219
H 2.12048 5.00393 -0.81168 0.00 0.00 0.00 0.221
H 5.00622 1.55955 -2.81870 0.02 -0.01 0.00 0.218
H 6.46738 -0.36167 -2.16029 0.00 0.01 0.00 0.216
H 5.49609 -2.13962 -0.71465 0.00 0.00 0.00 0.217
H 3.66409 -3.07751 0.41198 -0.01 0.00 0.00 0.207
H 2.04729 -2.61423 -0.17367 0.00 0.00 -0.01 0.259
H 2.69952 -1.84000 1.23931 -0.01 0.01 0.00 0.249
H 0.77954 2.60852 -5.07509 -0.01 0.00 -0.01 0.220
H -0.94100 1.29835 -6.32975 0.00 0.00 0.00 0.217
H -2.06029 -0.60097 -5.17130 0.00 0.00 -0.01 0.215
H -2.05005 -2.14918 -3.29532 -0.01 -0.01 0.02 0.213
H -2.50753 -1.01365 -2.02769 -0.02 0.00 -0.04 0.216
H -0.97314 -1.87129 -1.89966 0.01 0.01 -0.01 0.264
C -3.48787 -2.90332 3.76067 0.01 -0.03 0.01 -0.611
C -3.83562 -1.61866 3.01838 0.01 0.05 0.01 -0.222
C -4.44422 -1.91921 1.65265 -0.01 0.00 -0.01 -0.613
C -2.62673 -0.68428 2.90193 0.04 -0.01 -0.01 -0.206
N -1.54574 -1.21710 2.10432 0.05 -0.13 0.15 -0.256
C -1.28851 -1.08689 0.75999 -0.06 0.17 0.03 0.011
N -0.28924 -1.95718 0.47080 0.07 -0.33 -0.06 -0.422
N 0.13124 -2.45172 1.70189 -0.19 0.29 -0.07 -0.093
N -0.61190 -2.02286 2.63839 -0.03 -0.03 -0.09 -0.062
H -4.37643 -3.52363 3.88833 0.00 0.00 0.00 0.207
H -3.07101 -2.69550 4.74740 0.00 0.01 0.00 0.211
H -2.74658 -3.48300 3.20873 0.00 0.00 0.00 0.220
H -4.57218 -1.06295 3.60996 -0.01 -0.01 0.00 0.199
H -3.75250 -2.50201 1.04062 0.01 0.00 0.00 0.212
H -4.69103 -1.00341 1.10997 0.00 0.00 0.00 0.203
H -5.35985 -2.50231 1.75901 0.00 0.00 0.01 0.214
H -2.22046 -0.46226 3.89038 -0.02 0.00 0.01 0.221
H -2.93225 0.25996 2.44711 -0.02 0.00 -0.01 0.206
H -2.08973 -0.82347 0.08364 0.02 -0.03 0.03 0.214
```
Positions in Å, forces in eV/Å.

energy = -44751.212 eV
HOMO level = -0.23577 hartree
HOMO-LUMO gap = 6.87 eV


This record from OMol25 describes a structure of composition C23H28NPdS4. The level of theory is the ωB97M-V functional and the def2-TZVPD basis.

XYZ file:
```
57
Properties=species:S:1:pos:R:3:forces:R:3:nbo_charge:R:1
Pd -1.78557 0.28341 -0.48106 0.13 0.07 0.06 0.721
C -0.07185 2.28721 2.29558 0.01 -0.11 -0.04 -0.533
C -0.41696 0.84285 2.62750 0.03 0.09 0.01 -0.558
S -1.90815 0.12453 1.90167 0.01 -0.17 0.00 0.385
C -3.27468 1.26047 2.22020 0.00 0.07 0.02 -0.567
C -3.38451 2.54514 1.39537 -0.09 0.05 0.00 -0.546
S -3.08728 2.32712 -0.38880 -0.19 -0.14 -0.06 0.306
C -1.88419 3.59971 -0.88014 0.00 -0.06 0.00 -0.531
C -0.81405 3.95558 0.13237 0.13 0.02 -0.07 -0.538
S 0.26886 2.55067 0.52521 -0.07 0.04 0.07 0.215
H 0.81689 2.55537 2.86694 0.04 0.01 -0.07 0.248
H -0.85899 2.96971 2.60718 -0.02 -0.03 0.03 0.218
H -0.47092 0.70697 3.70929 -0.05 0.04 -0.01 0.246
H 0.36544 0.17358 2.26026 0.02 -0.01 0.04 0.252
H -3.28485 1.50445 3.28393 -0.01 0.01 0.00 0.251
H -4.14249 0.62592 2.03228 0.00 0.01 -0.01 0.259
H -2.73184 3.32783 1.76520 0.05 -0.03 0.02 0.224
H -4.40613 2.91055 1.50010 0.02 0.05 -0.01 0.253
H -2.40687 4.48419 -1.24301 -0.08 0.03 0.17 0.246
H -1.41244 3.12524 -1.74216 -0.01 0.13 -0.10 0.244
H -1.21371 4.34693 1.06435 -0.06 0.07 -0.03 0.222
H -0.21041 4.75780 -0.29373 0.09 -0.08 0.01 0.255
C 3.82832 1.22314 -0.40249 0.01 0.00 0.00 -0.604
C 4.31149 -0.21821 -0.55742 -0.01 -0.01 0.00 -0.118
C 5.20363 -0.29843 -1.80439 -0.01 0.01 -0.01 -0.598
C 5.13257 -0.59003 0.68509 0.00 0.00 0.00 -0.596
C 3.14982 -1.19871 -0.70342 0.05 -0.01 0.01 0.108
C 3.42928 -2.57148 -0.87292 -0.02 0.01 0.00 -0.156
C 2.43962 -3.51840 -1.01373 -0.02 0.03 0.01 -0.216
C 1.11496 -3.08778 -0.98283 0.04 -0.05 -0.02 -0.228
S -0.35191 -4.00405 -1.12956 0.00 0.00 0.01 0.467
C -1.26526 -2.55359 -0.96142 -0.05 -0.04 -0.02 0.092
N -0.54592 -1.47231 -0.81640 0.03 0.01 0.04 -0.530
C 0.81534 -1.73924 -0.81886 -0.06 0.03 0.01 0.108
C 1.82976 -0.79140 -0.67720 -0.01 -0.01 0.00 -0.275
C -2.72857 -2.47934 -0.96459 -0.01 -0.03 0.00 -0.110
C -3.54043 -3.59215 -1.16795 0.01 -0.03 0.00 -0.178
C -4.91770 -3.44366 -1.16625 -0.01 0.01 0.00 -0.219
C -5.47954 -2.18949 -0.96858 0.01 0.01 0.00 -0.176
C -4.66588 -1.07582 -0.76705 -0.01 -0.06 0.00 -0.270
C -3.28986 -1.21569 -0.76229 0.05 0.10 -0.06 -0.229
H 4.69060 1.88493 -0.31425 0.00 0.00 0.00 0.223
H 3.22017 1.35494 0.49569 0.00 -0.01 0.00 0.200
H 3.24524 1.55163 -1.26557 0.00 0.00 0.00 0.210
H 6.03222 0.40599 -1.71435 0.00 0.00 0.00 0.216
H 4.63872 -0.04840 -2.70424 0.00 0.00 0.00 0.214
H 5.62784 -1.29353 -1.93824 0.00 0.00 0.00 0.211
H 5.97032 0.10014 0.79841 0.00 0.00 0.00 0.217
H 5.53975 -1.59881 0.61527 0.00 0.00 0.00 0.212
H 4.52013 -0.53564 1.58752 0.00 0.00 0.00 0.207
H 4.45930 -2.90087 -0.89677 0.00 0.00 0.00 0.213
H 2.68666 -4.56310 -1.14473 0.00 0.00 0.00 0.233
H 1.55475 0.24836 -0.56032 0.02 -0.02 -0.02 0.224
H -3.10438 -4.57151 -1.33121 0.00 0.00 0.00 0.219
H -5.55322 -4.30407 -1.32437 0.00 0.00 0.00 0.228
H -6.55628 -2.07619 -0.97687 0.00 0.00 0.00 0.223
H -5.12685 -0.10253 -0.63223 0.00 0.00 0.00 0.207
```
Positions in Å, forces in eV/Å.

net charge = +1
relative energy (zero: lowest compared OMol25 entry of this formula, charge and spin) = 25.8 kJ/mol
spin multiplicity = 3
energy = -72610.982 eV
HOMO level (alpha / beta) = -0.37089 / -0.39998 hartree
HOMO-LUMO gap (alpha / beta) = 7.52 / 6.64 eV


This record from OMol25 describes a structure of composition C23H29BCsN4O2S3 in a non-equilibrium geometry. The level of theory is the ωB97M-V functional and the def2-TZVPD basis.

XYZ file:
```
63
Properties=species:S:1:pos:R:3:forces:R:3:lowdin_charge:R:1
Cs -1.19537 -1.30175 0.35050 -0.22 -1.93 3.09 1.215
C 1.81002 2.03966 3.21232 0.09 0.00 -0.05 -0.061
N 0.75769 1.40399 3.96333 -0.20 -0.20 0.10 -0.143
C -0.02627 1.98951 4.93684 0.03 0.03 -0.01 -0.071
C -0.86123 1.02810 5.38087 -0.03 0.03 0.09 -0.088
N -0.60810 -0.14062 4.69747 0.19 0.12 -0.06 -0.002
B -1.55587 -1.38730 4.91219 -0.03 -0.13 -0.11 -0.467
N -0.81359 -2.68592 4.52613 -0.02 -0.09 0.00 -0.035
C 0.34673 -3.10511 5.13925 0.00 -0.03 0.09 -0.112
C 0.80221 -4.20151 4.50524 0.01 -0.06 -0.01 -0.079
N -0.10116 -4.47323 3.49301 -0.01 0.33 0.13 -0.137
C 0.02707 -5.49513 2.48818 -0.03 -0.07 -0.03 -0.065
C -1.09448 -3.53094 3.50969 0.22 -0.22 0.07 -0.808
S -2.40922 -3.55587 2.45504 -0.40 -0.31 0.02 0.452
C 0.39205 0.08877 3.81656 0.01 0.34 0.21 -0.738
S 1.16899 -0.94679 2.73097 0.33 -0.05 -0.15 0.526
H 1.95667 3.04851 3.59463 -0.03 0.00 0.02 0.086
H 1.55846 2.08392 2.15325 0.00 0.01 -0.01 0.066
H 2.73165 1.46610 3.31055 0.01 0.02 -0.01 0.074
H 0.08529 3.02100 5.22111 0.00 -0.01 -0.01 0.106
H -1.62532 1.07275 6.13715 0.00 -0.03 -0.03 0.111
H -2.53087 -1.24285 4.22858 -0.06 -0.04 0.01 0.055
H -1.81013 -1.42298 6.09607 -0.02 0.09 0.11 0.067
H 0.76332 -2.56757 5.97315 -0.01 0.01 -0.03 0.120
H 1.68137 -4.80089 4.66324 -0.02 0.01 0.00 0.108
H 0.68343 -6.28207 2.85800 0.02 0.03 0.02 0.083
H 0.43605 -5.08077 1.56403 0.01 -0.02 0.01 0.091
H -0.95859 -5.89967 2.26789 0.00 -0.02 0.00 0.054
O -0.05925 -0.61760 -1.70980 1.26 -0.15 -1.40 -0.823
S -0.81757 0.51653 -2.29545 0.66 1.96 -1.62 0.894
C 0.53991 1.09433 -3.63341 -0.35 -0.26 0.49 -0.229
C 0.03725 0.47528 -4.87506 -0.07 -0.07 -0.28 -0.318
C -0.98598 1.09402 -5.60333 0.11 0.00 0.07 -0.059
C -1.56811 0.47577 -6.69676 -0.02 -0.02 -0.05 -0.101
C -1.14642 -0.78709 -7.09079 0.00 0.01 -0.01 -0.116
C -0.13626 -1.41716 -6.37812 0.00 -0.04 -0.07 -0.098
C 0.44744 -0.79515 -5.28519 0.03 0.06 0.08 -0.045
C -0.55251 1.97492 -1.14266 -0.12 -0.50 -0.46 -0.232
C 0.81004 2.56567 -1.14823 0.25 0.09 0.04 -0.289
C 1.88056 1.86655 -0.58957 -0.04 -0.08 -0.02 -0.052
C 3.16323 2.39170 -0.62462 0.05 0.00 0.03 -0.079
C 3.40183 3.62658 -1.21152 -0.01 0.02 -0.01 -0.102
C 2.34227 4.33851 -1.75677 0.03 0.03 -0.01 -0.094
C 1.06056 3.81313 -1.72042 -0.08 -0.06 0.06 -0.064
H 1.50635 0.71359 -3.30953 0.04 0.06 0.01 0.087
H 0.54420 2.17952 -3.68312 -0.01 0.08 -0.07 0.072
H -1.32355 2.07741 -5.29349 -0.02 -0.02 -0.01 0.109
H -2.36058 0.97414 -7.24272 0.01 0.01 0.02 0.095
H -1.60418 -1.27599 -7.94186 0.01 0.00 0.01 0.090
H 0.19499 -2.40479 -6.67719 0.01 0.01 0.02 0.095
H 1.22839 -1.29861 -4.72705 -0.02 0.00 0.01 0.112
H -0.79630 1.54778 -0.17409 -0.15 0.14 0.03 0.061
H -1.32855 2.68100 -1.43697 -0.02 0.02 0.13 0.100
H 1.70448 0.89681 -0.13633 0.00 0.02 0.02 0.103
H 3.98141 1.83393 -0.18498 -0.02 -0.02 -0.01 0.105
H 4.40457 4.03460 -1.24178 0.00 -0.01 0.01 0.094
H 2.51473 5.30439 -2.21622 0.00 0.00 0.02 0.096
H 0.23479 4.37563 -2.14317 0.00 -0.02 -0.02 0.112
C -3.40834 -0.28852 -2.02144 -0.01 0.13 0.00 -0.319
O -2.48259 0.22129 -1.12530 -1.22 0.92 -0.42 -0.805
H -3.57751 0.38755 -2.87812 -0.03 -0.06 -0.04 0.058
H -4.37922 -0.44490 -1.53550 0.00 -0.05 -0.01 0.068
H -3.08088 -1.25218 -2.45471 -0.12 -0.06 -0.01 0.066
```
Positions in Å, forces in eV/Å.

net charge = -1
relative energy (zero: lowest compared OMol25 entry of this formula, charge and spin) = 128.1 kJ/mol
energy = -68109.584 eV
HOMO level = -0.15583 hartree
HOMO-LUMO gap = 6.42 eV


This record from OMol25 describes a cluster of 2 separate species, C23H29Br2F6NO2PS in total in a non-equilibrium geometry. The level of theory is the ωB97M-V functional and the def2-TZVPD basis.

XYZ file:
```
65
Properties=species:S:1:pos:R:3:forces:R:3:nbo_charge:R:1
C 2.55682 -2.13181 4.84592 1.11 8.97 -4.91 -0.227
C 2.86277 -0.89652 4.19845 -2.24 -8.14 3.53 -0.118
C 3.24427 0.39387 3.20711 -0.56 -1.64 1.14 -0.478
C 1.97616 0.52534 2.12453 0.17 1.46 2.90 -0.088
N 1.96696 -0.72467 1.29959 -0.44 -1.74 0.07 -0.581
C 1.44663 -0.61359 -0.10890 -0.82 0.12 -3.33 -0.101
C 1.08074 -2.08913 -0.71539 3.22 -2.55 -2.52 -0.199
Br -0.65934 -3.09147 -0.36643 1.98 1.71 -0.07 0.099
C 2.05712 -2.86434 -1.58222 -2.00 1.97 2.15 0.001
C 3.55459 -2.34534 -1.99440 -0.95 1.08 0.38 -0.689
Br 1.52896 -4.69378 -2.31513 0.85 2.51 0.92 0.114
C 0.23728 0.51694 -0.30020 0.92 1.09 -0.26 -0.506
P -1.25812 0.27855 0.85400 -0.04 -1.34 1.89 0.681
C -1.59298 1.79377 1.97232 -1.13 1.99 0.36 -0.724
C -2.13713 3.12597 1.12091 0.72 -0.43 -1.01 -0.651
C -2.85216 -0.22400 -0.06913 -1.64 -0.06 -0.92 -0.714
C -4.22509 0.50988 0.49858 0.27 0.31 0.59 -0.632
C 1.02774 1.96935 -0.04521 0.97 -0.82 -1.81 -0.437
C 1.92017 1.94883 1.33762 -1.77 -0.57 0.35 -0.420
S 3.60743 2.76526 1.05140 -1.18 9.73 1.99 1.815
O 3.28958 4.05017 0.18981 0.94 -5.67 2.05 -0.822
O 4.23080 3.34182 2.38258 -1.83 -4.07 -4.39 -0.794
C 4.80184 1.74947 0.03770 3.17 -0.97 -2.36 0.409
F 4.68231 0.28238 0.18033 -0.11 4.04 -0.68 -0.340
F 4.80885 2.18445 -1.39678 -0.47 -1.97 4.88 -0.283
C 6.32836 2.13175 0.60575 3.51 -0.12 0.18 0.941
F 7.34854 1.48406 -0.28804 -3.77 2.28 3.08 -0.309
F 6.60796 3.58885 0.58831 -1.25 -5.66 0.31 -0.279
F 6.54797 1.49970 1.96051 -0.96 2.53 -4.74 -0.317
H 1.95902 -3.00958 5.36259 1.73 2.32 -1.19 0.310
H 3.36842 1.35910 3.85980 -0.29 -1.93 -1.40 0.311
H 4.25559 0.10446 2.69581 -1.87 0.76 0.84 0.263
H 1.00380 0.48394 2.81715 2.02 0.08 -1.83 0.298
H 2.90758 -1.22035 1.24493 -1.18 0.95 0.26 0.459
H 1.33528 -1.42116 1.79932 0.71 0.92 -0.50 0.486
H 2.34712 -0.17147 -0.75773 -1.91 -1.21 1.36 0.253
H 4.05908 -1.91818 -1.00789 -0.82 -1.16 -2.15 0.220
H 3.39704 -1.39842 -2.70072 0.44 -2.16 1.32 0.250
H 4.21671 -3.15181 -2.53138 -1.55 1.60 1.28 0.286
H -0.15153 0.43131 -1.40408 1.12 0.25 1.96 0.286
H -2.48152 1.54250 2.72605 2.18 0.04 -1.65 0.276
H -0.67075 2.08173 2.67177 -1.89 -0.80 -1.63 0.223
H -3.25678 3.38461 1.34133 2.33 -0.40 -0.24 0.245
H -2.07538 2.78751 -0.02169 -0.28 1.07 2.35 0.201
H -1.42054 4.06053 1.25166 -1.71 -1.88 -0.15 0.227
H -3.04040 -1.39336 0.07917 0.83 2.64 -0.33 0.261
H -2.77134 -0.00519 -1.22906 -0.13 -0.46 2.40 0.242
H -5.14943 -0.18845 0.29304 1.89 1.59 0.16 0.247
H -4.17445 0.64136 1.67859 -0.07 -0.36 -2.51 0.208
H -4.35032 1.59512 0.03154 0.11 -2.55 0.92 0.231
H 0.32745 2.89853 -0.16535 1.44 -1.85 0.65 0.288
H 1.81180 2.03480 -0.94312 -1.69 0.05 1.85 0.246
H 1.35774 2.70454 2.07398 1.93 -1.44 -1.41 0.329
F -5.03303 0.31670 -2.53179 0.13 0.37 0.07 -0.328
C -5.33894 -0.94429 -2.86488 -0.35 -1.20 -0.34 0.392
C -4.37078 -1.93599 -2.75149 0.01 0.06 0.02 -0.300
C -4.69037 -3.24999 -3.09331 -0.41 0.22 -0.09 -0.192
C -5.97275 -3.55591 -3.55558 0.08 0.01 0.04 -0.223
C -6.93608 -2.55258 -3.67072 0.41 0.00 0.14 -0.183
C -6.61949 -1.24088 -3.31823 0.02 0.09 0.04 -0.281
H -3.37763 -1.67813 -2.39850 -0.12 -0.07 -0.09 0.216
H -3.94287 -4.03399 -3.00082 -0.10 0.16 -0.03 0.219
H -6.22025 -4.58012 -3.82632 0.05 0.21 0.05 0.223
H -7.93226 -2.79234 -4.03465 0.19 0.08 0.09 0.227
H -7.35876 -0.45030 -3.39306 0.11 -0.05 0.00 0.234
```
Positions in Å, forces in eV/Å.

net charge = +1
energy = -206396.788 eV
HOMO level = -0.40356 hartree
HOMO-LUMO gap = 7.29 eV